Below is an isolated ion of composition C5H8N and charge +1 at a distorted geometry, with properties calculated with ωB97M-V/def2-TZVPD.

Results
**Relative energy (zero: lowest compared OMol25 entry of this formula, charge and spin)**: 110.2 kcal per mole
**Strongest force on any atom**: 4.47 eV/Å
**Net charge**: +1
**LUMO level (alpha / beta)**: -6.13 / -6.13 eV
**Multiplicity**: 1
**Frontier orbital gap (alpha / beta)**: 7.1625 / 7.1628 eV

Cartesian coordinates (Å):
C: 0.195 0.018 -0.031
C: -0.810 -0.742 -0.260
C: -1.839 -2.857 0.294
C: -1.805 -1.644 -0.294
C: 1.971 1.725 0.413
N: 0.989 0.965 -0.455
H: 0.465 -0.428 0.988
H: -2.744 -3.512 0.304
H: -1.136 -3.172 1.044
H: -2.767 -1.257 -0.840
H: 2.168 2.774 -0.005
H: 1.585 1.722 1.427
H: 3.008 1.254 0.356
H: 0.815 1.356 -1.481